No. 1
A cluster of 2 separate species, C16H27N2O in total. Source: the OMol25 dataset; level of theory: ωB97M-V/def2-TZVPD.

## Properties
- LUMO level (eV) = -4.8
- energy (eV) = -22050.43697
- total charge = +1
- ΔE to the lowest compared entry with this formula, charge and spin (kJ/mol) = 164.5
- spin multiplicity = 1

Last column: Mulliken charge in e.
Cartesian coordinates (Å):
C (1.790, 3.560, -2.188)  -0.736
C (2.846, 2.630, -1.592)  -0.712
C (2.272, 1.657, -0.564)  -0.521
N (1.069, 0.988, -1.042)  0.474
C (0.770, -0.243, -0.517)  -0.488
C (-0.051, -1.171, -1.309)  0.294
C (-0.404, -0.934, -2.663)  -0.328
C (-1.345, -1.745, -3.303)  -0.688
C (-1.871, -2.863, -2.640)  -0.378
C (-1.409, -3.194, -1.357)  -0.844
C (-0.479, -2.376, -0.717)  -0.263
C (0.017, 1.884, -1.530)  -0.932
C (0.544, 2.797, -2.635)  -0.622
H (1.501, 4.306, -1.438)  0.320
H (2.216, 4.098, -3.041)  0.360
H (3.319, 2.056, -2.398)  0.344
H (3.636, 3.215, -1.110)  0.349
H (3.019, 0.891, -0.323)  0.330
H (2.042, 2.208, 0.366)  0.363
H (1.621, -0.719, -0.002)  0.469
H (0.049, -0.105, -3.212)  0.583
H (-1.666, -1.499, -4.319)  0.407
H (-2.624, -3.483, -3.128)  0.404
H (-1.781, -4.087, -0.851)  0.420
H (-0.074, -2.637, 0.264)  0.562
H (-0.836, 1.307, -1.897)  0.644
H (-0.344, 2.516, -0.696)  0.417
H (-0.248, 3.494, -2.931)  0.406
H (0.785, 2.194, -3.521)  0.231
C (-3.078, -0.442, 3.322)  -1.254
C (-1.649, -0.799, 3.710)  -0.743
C (-0.671, -1.086, 2.566)  0.414
C (0.644, -1.541, 3.210)  -0.829
O (1.558, -1.850, 2.177)  -0.421
N (-0.526, 0.011, 1.619)  -0.287
H (-3.681, -0.346, 4.230)  0.409
H (-3.118, 0.513, 2.792)  0.301
H (-3.533, -1.216, 2.697)  0.305
H (-1.221, 0.004, 4.326)  0.427
H (-1.661, -1.697, 4.342)  0.349
H (-1.076, -1.910, 1.956)  0.037
H (1.028, -0.716, 3.831)  0.346
H (0.452, -2.435, 3.823)  0.397
H (2.405, -2.102, 2.581)  0.304
H (-0.534, 0.902, 2.112)  0.306
H (0.298, -0.033, 0.999)  0.071

---

No. 2
The molecule C17H19N3O3. Source: the OMol25 dataset; level of theory: ωB97M-V/def2-TZVPD.

## Properties
- LUMO level (eV) = 0.8
- energy (eV) = -28550.69060
- ΔE to the lowest compared entry with this formula, charge and spin (kJ/mol) = 77.6
- spin multiplicity = 1
- SMILES string = Cc1ccccc1NC(=O)N1CCN(C(=O)c2ccco2)CC1

Last column: Mulliken charge in e.
Cartesian coordinates (Å):
C (-2.127, -1.405, -1.852)  -1.290
C (-3.046, -0.892, -0.786)  1.397
C (-4.001, 0.069, -1.095)  -0.814
C (-4.910, 0.518, -0.155)  -0.638
C (-4.891, -0.008, 1.125)  -0.611
C (-3.940, -0.952, 1.461)  -0.051
C (-3.000, -1.379, 0.525)  -0.455
N (-2.056, -2.345, 0.930)  -0.102
C (-0.720, -2.441, 0.616)  0.227
O (-0.184, -3.530, 0.523)  -0.722
N (-0.032, -1.268, 0.437)  0.308
C (-0.350, -0.008, 1.075)  -0.423
H (-1.411, 0.052, 1.306)  0.218
H (0.222, 0.081, 2.011)  0.365
C (0.045, 1.149, 0.153)  -0.981
N (1.447, 1.042, -0.197)  0.080
C (2.299, 1.997, 0.253)  0.582
O (1.883, 2.990, 0.833)  -0.724
C (3.751, 1.885, 0.024)  0.285
C (4.656, 2.893, 0.254)  -0.350
C (5.928, 2.369, -0.053)  -0.576
C (5.716, 1.081, -0.440)  -0.411
O (4.411, 0.778, -0.399)  -0.273
H (6.386, 0.305, -0.756)  0.469
H (6.869, 2.876, 0.009)  0.455
H (4.415, 3.877, 0.598)  0.536
C (1.751, -0.217, -0.835)  -0.644
H (2.802, -0.281, -1.096)  0.541
C (1.374, -1.369, 0.100)  -0.902
H (1.540, -2.334, -0.380)  0.456
H (1.992, -1.318, 1.007)  0.284
H (1.155, -0.287, -1.754)  0.254
H (-0.103, 2.105, 0.659)  0.446
H (-0.559, 1.126, -0.760)  0.254
H (-2.439, -3.225, 1.248)  0.264
H (-3.908, -1.369, 2.457)  0.449
H (-5.611, 0.317, 1.860)  0.387
H (-5.642, 1.264, -0.426)  0.396
H (-4.041, 0.458, -2.103)  0.425
H (-1.897, -2.457, -1.693)  0.332
H (-2.588, -1.289, -2.831)  0.569
H (-1.185, -0.859, -1.853)  -0.011

---

No. 3
A structure of composition C17H41BMgN2NaO15PS. Source: the OMol25 dataset; level of theory: ωB97M-V/def2-TZVPD.

## Properties
- LUMO level (eV) = -3.7
- energy (eV) = -82643.40460
- spin multiplicity = 1

Last column: Mulliken charge in e.
Cartesian coordinates (Å):
C (-1.441, 0.792, -2.399)  -1.072
N (-0.909, 0.097, -1.186)  0.610
C (-1.003, -1.382, -1.274)  -0.861
B (0.467, 0.576, -0.984)  0.155
O (1.650, 0.051, -1.562)  -0.670
S (0.634, 2.093, 0.158)  -0.257
H (-1.860, 0.089, -3.162)  0.413
H (-0.658, 1.443, -2.899)  0.338
H (-2.268, 1.500, -2.096)  0.256
H (-1.107, -1.765, -0.214)  0.126
H (-0.062, -1.878, -1.666)  0.265
H (-1.883, -1.747, -1.862)  0.355
H (1.534, 0.206, -2.520)  0.361
H (-0.507, 2.151, 0.975)  0.287
H (0.525, 3.180, -0.713)  0.311
O (-1.651, 3.695, 2.273)  -0.376
P (-0.410, 4.608, 2.184)  0.409
O (0.104, 4.662, 0.731)  -0.728
O (0.701, 4.014, 3.093)  -0.440
O (-0.745, 6.015, 2.695)  -0.765
C (-5.666, -2.470, 2.022)  -1.279
C (-5.583, -1.394, 3.088)  -0.234
N (-4.468, -1.592, 4.109)  0.160
C (-4.738, -2.887, 4.855)  -1.090
C (-4.543, -0.506, 5.180)  -0.309
C (-4.283, 0.920, 4.723)  -1.145
C (-3.076, -1.740, 3.490)  -1.035
C (-2.620, -0.636, 2.543)  -0.127
O (-3.468, -0.542, 1.419)  -0.187
C (-3.600, 0.789, 0.917)  -0.122
H (-5.903, -3.451, 2.440)  0.368
H (-6.470, -2.217, 1.330)  0.461
H (-4.754, -2.562, 1.436)  0.162
H (-6.517, -1.373, 3.654)  0.485
H (-5.461, -0.414, 2.637)  0.146
H (-5.741, -2.836, 5.278)  0.379
H (-3.996, -2.986, 5.645)  0.413
H (-4.651, -3.723, 4.165)  0.465
H (-3.831, -0.779, 5.962)  0.368
H (-5.549, -0.570, 5.600)  0.434
H (-3.218, 1.139, 4.692)  0.426
H (-4.700, 1.609, 5.461)  0.435
H (-4.734, 1.167, 3.762)  0.166
H (-3.084, -2.691, 2.955)  0.428
H (-2.377, -1.827, 4.325)  0.407
H (-1.618, -0.900, 2.180)  0.298
H (-2.522, 0.320, 3.055)  0.229
H (-2.786, 1.445, 1.240)  0.190
H (-4.554, 1.200, 1.257)  0.028
H (-3.616, 0.751, -0.172)  -0.025
Mg (2.238, 2.703, 2.978)  0.224
C (4.500, 0.144, -3.026)  -0.644
O (5.268, 0.869, -3.985)  -0.324
C (4.770, 0.830, -5.226)  0.824
O (3.770, 0.255, -5.568)  -0.563
O (5.578, 1.542, -6.017)  -0.303
C (5.166, 1.588, -7.383)  -0.662
H (4.993, 0.245, -2.061)  0.330
H (3.498, 0.558, -2.946)  0.148
H (4.461, -0.916, -3.285)  0.380
H (4.187, 2.060, -7.475)  0.304
H (5.151, 0.586, -7.815)  0.298
H (5.894, 2.189, -7.925)  0.223
C (-7.423, 1.416, 0.386)  0.868
O (-7.036, 1.313, 1.563)  -0.547
O (-8.625, 1.574, 0.032)  -0.516
O (-6.664, 1.372, -0.627)  -0.451
C (7.925, 0.127, -3.505)  -0.515
O (9.096, -0.691, -3.552)  -0.327
C (8.949, -1.882, -2.967)  0.770
O (7.952, -2.290, -2.432)  -0.551
O (10.107, -2.544, -3.079)  -0.329
C (10.094, -3.844, -2.493)  -0.623
H (8.156, 1.065, -4.007)  0.278
H (7.104, -0.351, -4.029)  0.202
H (7.650, 0.346, -2.472)  0.286
H (9.352, -4.479, -2.979)  0.292
H (9.902, -3.781, -1.421)  0.288
H (11.079, -4.282, -2.644)  0.218
Na (-0.078, 4.631, 5.142)  0.810

---

No. 4
A structure of composition C22H31F5N2OsSSi2. Source: the OMol25 dataset; level of theory: ωB97M-V/def2-TZVPD.

## Properties
- LUMO level (alpha / beta) (eV) = -0.3 / -1.9
- energy (eV) = -68941.64629
- ΔE to the lowest compared entry with this formula, charge and spin (kJ/mol) = 114.3
- spin multiplicity = 5

Last column: Mulliken charge in e.
Cartesian coordinates (Å):
Os (-0.100, -0.719, -0.036)  1.032
C (1.415, -1.276, -4.053)  -1.070
Si (1.964, -0.225, -2.547)  0.226
C (3.112, 1.255, -2.947)  -1.231
C (2.908, -1.378, -1.342)  -0.710
N (0.512, 0.315, -1.711)  0.220
C (-0.423, 1.136, -2.221)  0.720
C (-0.296, 1.744, -3.481)  -0.560
C (-1.272, 2.554, -4.005)  -1.039
C (-2.441, 2.798, -3.282)  -0.844
C (-2.605, 2.245, -2.039)  -0.790
C (-1.622, 1.421, -1.455)  0.990
N (-1.739, 0.910, -0.230)  0.276
Si (-2.909, 1.134, 1.022)  -0.098
C (-4.493, 2.176, 0.763)  -1.272
C (-1.995, 1.978, 2.480)  -0.846
C (-3.450, -0.642, 1.488)  -0.740
H (2.254, -1.742, -4.563)  0.415
H (0.861, -0.695, -4.784)  0.346
H (0.753, -2.066, -3.704)  0.270
H (4.101, 0.888, -3.202)  0.385
H (3.213, 1.920, -2.093)  0.345
H (2.761, 1.854, -3.779)  0.365
H (3.389, -2.187, -1.883)  0.504
H (2.240, -1.830, -0.606)  -0.171
H (3.683, -0.850, -0.796)  0.326
H (0.601, 1.556, -4.042)  0.206
H (-1.135, 2.988, -4.983)  0.417
H (-3.212, 3.424, -3.704)  0.418
H (-3.511, 2.419, -1.487)  0.280
H (-4.257, 3.203, 0.504)  0.356
H (-5.062, 2.203, 1.689)  0.373
H (-5.149, 1.779, -0.006)  0.354
H (-1.638, 2.965, 2.202)  0.336
H (-1.134, 1.406, 2.809)  0.113
H (-2.657, 2.095, 3.332)  0.359
H (-4.221, -1.015, 0.821)  0.326
H (-3.843, -0.682, 2.497)  0.391
H (-2.618, -1.344, 1.429)  -0.008
C (0.337, -1.241, 2.963)  -0.918
C (1.633, -0.718, 2.321)  0.920
C (2.507, -0.097, 3.411)  -1.749
C (1.298, 0.251, 1.188)  -1.197
H (0.527, -2.153, 3.520)  0.369
H (-0.431, -1.450, 2.198)  -0.221
H (-0.070, -0.496, 3.640)  0.368
H (2.192, -1.564, 1.903)  0.047
H (2.005, 0.751, 3.869)  0.382
H (3.457, 0.242, 3.008)  0.395
H (2.705, -0.835, 4.185)  0.421
H (2.206, 0.539, 0.652)  0.423
H (0.850, 1.163, 1.603)  0.532
F (-1.308, -7.285, 2.066)  -0.296
C (-1.303, -6.203, 1.277)  0.703
C (-2.331, -5.989, 0.356)  0.195
F (-3.317, -6.887, 0.254)  -0.289
C (-2.349, -4.850, -0.433)  0.146
F (-3.368, -4.661, -1.278)  -0.319
C (-1.344, -3.871, -0.344)  0.700
S (-1.380, -2.437, -1.293)  -0.555
C (-0.313, -4.144, 0.567)  -0.185
F (0.683, -3.217, 0.690)  -0.197
C (-0.285, -5.262, 1.378)  -0.335
F (0.703, -5.425, 2.268)  -0.312

---

No. 5
A structure of composition C15H45F2K2NO24P5S2. Source: the OMol25 dataset; level of theory: ωB97M-V/def2-TZVPD.

## Properties
- LUMO level (eV) = -4.1
- energy (eV) = -173116.79200
- total charge = +1
- ΔE to the lowest compared entry with this formula, charge and spin (kJ/mol) = 35.1
- spin multiplicity = 1

Last column: Mulliken charge in e.
Cartesian coordinates (Å):
K (4.092, -0.460, 1.096)  0.970
K (1.858, 1.245, 3.392)  0.959
N (1.377, 0.200, 0.886)  -0.027
S (0.616, -1.325, 0.644)  0.761
O (1.456, -2.414, 0.157)  -0.507
O (-0.810, -1.303, 0.238)  -0.487
F (0.422, -1.779, 2.194)  -0.140
S (1.031, 0.615, -0.493)  0.742
O (-0.242, 1.342, -0.653)  -0.527
O (1.630, -0.118, -1.658)  -0.459
F (1.990, 1.892, -0.370)  -0.349
C (5.581, 5.813, -4.511)  -0.750
O (5.329, 5.039, -3.414)  -0.379
P (4.367, 3.668, -3.566)  0.992
O (5.125, 2.549, -4.221)  -0.594
O (3.885, 3.354, -2.029)  -0.142
C (4.764, 2.686, -1.183)  -0.407
O (2.972, 4.148, -4.309)  -0.388
C (1.699, 3.456, -4.204)  -0.311
H (5.532, 6.838, -4.143)  0.290
H (4.910, 5.722, -5.366)  0.311
H (6.615, 5.960, -4.822)  0.304
H (5.409, 1.962, -1.680)  0.269
H (4.234, 2.147, -0.399)  -0.139
H (5.487, 3.265, -0.608)  0.385
H (1.973, 2.505, -3.746)  0.059
H (1.312, 3.396, -5.221)  0.274
H (1.047, 3.961, -3.492)  0.228
C (1.058, -0.258, 7.498)  -0.633
O (0.534, -1.489, 6.866)  -0.370
P (-0.440, -1.419, 5.590)  0.934
O (-0.093, -0.325, 4.648)  -0.405
O (-0.228, -2.948, 4.961)  -0.239
C (-0.468, -4.078, 5.742)  -0.775
O (-1.922, -1.425, 6.290)  -0.404
C (-2.868, -0.816, 5.332)  -0.809
H (0.595, 0.010, 8.447)  0.275
H (1.153, 0.508, 6.728)  0.210
H (2.084, -0.593, 7.652)  0.272
H (-0.743, -3.956, 6.789)  0.314
H (0.417, -4.703, 5.863)  0.287
H (-1.218, -4.670, 5.217)  0.299
H (-2.511, 0.111, 4.884)  0.282
H (-3.821, -0.728, 5.854)  0.361
H (-3.045, -1.497, 4.499)  0.404
C (3.428, -3.634, -2.538)  -0.753
O (3.765, -2.212, -2.330)  0.017
P (5.299, -1.635, -2.407)  0.710
O (5.729, -1.102, -1.053)  -0.793
O (6.157, -2.885, -3.061)  -0.301
C (7.504, -3.029, -2.911)  -0.807
O (5.232, -0.557, -3.579)  0.030
C (4.992, -0.875, -4.957)  -0.724
H (4.236, -4.315, -2.807)  0.308
H (2.821, -3.710, -3.439)  0.320
H (2.691, -4.021, -1.835)  0.266
H (8.001, -3.041, -3.881)  0.277
H (7.733, -3.995, -2.462)  0.278
H (7.992, -2.312, -2.250)  0.335
H (4.191, -0.254, -5.357)  0.274
H (4.455, -1.820, -5.030)  0.293
H (5.860, -0.919, -5.615)  0.283
C (-3.151, -3.404, -1.067)  -0.379
O (-4.134, -2.730, -1.738)  -0.334
P (-5.435, -2.079, -1.057)  1.177
O (-5.392, -1.701, 0.373)  -0.701
O (-6.618, -3.046, -1.543)  -0.373
C (-6.910, -3.323, -2.918)  -0.684
O (-5.588, -0.838, -2.017)  -0.353
C (-4.498, 0.030, -2.267)  -0.597
H (-2.363, -3.598, -1.795)  0.227
H (-3.612, -4.248, -0.553)  0.349
H (-2.757, -2.694, -0.340)  0.093
H (-6.263, -2.751, -3.582)  0.259
H (-7.833, -2.830, -3.223)  0.302
H (-7.052, -4.340, -3.285)  0.305
H (-3.531, -0.389, -1.988)  0.268
H (-4.786, 1.019, -1.908)  0.231
H (-4.407, 0.072, -3.352)  0.272
C (-3.861, 4.498, 3.656)  -0.753
O (-3.474, 3.251, 3.265)  -0.215
P (-4.557, 2.075, 2.939)  0.787
O (-5.320, 1.660, 4.144)  -0.729
O (-5.429, 2.727, 1.723)  -0.340
C (-6.570, 2.001, 1.227)  -0.651
O (-3.758, 0.838, 2.228)  0.050
C (-3.252, 1.044, 0.877)  -0.208
H (-3.415, 5.304, 3.073)  0.253
H (-3.506, 4.661, 4.674)  0.268
H (-4.947, 4.573, 3.609)  0.309
H (-6.484, 1.068, 1.784)  0.332
H (-6.522, 1.606, 0.212)  0.158
H (-7.514, 2.515, 1.407)  0.303
H (-3.666, 0.283, 0.214)  0.081
H (-2.171, 0.996, 1.009)  -0.052
H (-3.456, 1.975, 0.349)  0.396